A structure of composition C2H4F3O2PbS at a distorted geometry. Source: the OMol25 dataset; level of theory: wB97M-V/def2-TZVPD.

Geometry as XYZ:
```
13
Properties=species:S:1:pos:R:3:nbo_charge:R:1
Pb -1.68361 0.70255 1.02739 1.65
S 0.92198 1.70821 0.83107 1.48
F 2.47476 0.53814 2.59225 -0.28
F 3.31919 0.66609 0.60630 -0.28
F 1.79015 -0.79619 1.03855 -0.29
O 0.14590 0.93835 -0.27975 -1.03
O -0.05143 1.58233 2.02654 -1.06
C -1.84271 -1.15235 -1.80681 -0.97
C 2.21861 0.42356 1.29913 0.79
H -2.81687 -1.31456 -1.33149 0.24
H -1.39501 -2.15456 -1.67598 0.25
H -0.90414 -0.42997 -1.56271 0.24
H -2.17680 -0.71161 -2.76449 0.26
```

Values from the calculation:
- total charge = +1
- calculated total energy (eV) = -30460.7418